Record 1
ORCA calculation (ωB97M-V/def2-TZVPD) on one molecule with the formula C7H8N2O2 at a distorted geometry.

ORCA input file:
```
! wB97M-V def2-TZVPD RIJCOSX def2/J DEFGRID3
* xyz 0 1
H -0.494 -2.031 -0.656
H 2.541 1.665 -0.115
H 1.413 3.001 -0.372
C 0.397 1.278 -0.139
C -2.020 1.000 0.176
C 1.736 -0.840 0.092
H -3.911 -0.474 0.018
O 1.688 -2.099 -0.119
H -3.149 -2.102 -0.062
O 2.824 -0.246 0.374
H 1.139 -2.589 0.458
C -1.930 -0.424 0.043
H -2.971 1.511 0.413
C -0.915 1.806 0.111
H -0.964 2.904 0.364
C 0.357 -0.156 -0.084
C -0.710 -0.956 -0.278
N 1.520 2.031 -0.272
N -3.118 -1.084 0.042
*
```

## Properties
Relative energy (zero: lowest compared OMol25 entry of this formula, charge and spin) = 37.1 kcal/mol
SMILES string = Nc1ccc(N)c(C(=O)O)c1
E_LUMO = 0.58 eV
Kohn-Sham gap = 7.57 eV

Charges in e, computed with Mulliken, in the same order as the atoms: 0.45, 0.25, 0.15, 0.28, -0.56, 0.40, 0.18, -0.52, 0.19, -0.66, 0.40, 0.73, 0.23, -0.64, 0.23, 0.16, -0.31, -0.46, -0.50

***

Record 2
ORCA calculation (ωB97M-V/def2-TZVPD) on C7H8N2O2 as an isolated structure at a distorted geometry.

ORCA input file:
```
! wB97M-V def2-TZVPD RIJCOSX def2/J DEFGRID3
* xyz 0 3
H -0.622 -2.181 -2.679
C 1.493 -2.026 1.446
H 2.081 -1.413 0.659
O -1.060 -2.302 -1.863
C -0.383 -1.226 0.155
C -0.866 -1.170 -1.100
C -0.611 2.413 -1.328
C -0.257 0.812 0.237
N 0.009 -1.938 1.226
C -0.666 1.037 -1.041
H 0.080 2.347 1.751
H -0.836 2.843 -2.327
C -0.216 2.976 -0.179
N 0.019 2.027 0.774
H 1.595 -1.402 2.333
O -1.110 -0.019 -1.809
H 1.807 -2.967 1.652
H -0.471 -1.746 2.086
H 0.014 3.937 0.006
*
```

## Properties
Relative energy (zero: lowest compared OMol25 entry of this formula, charge and spin) = 85.3 kcal/mol
E_LUMO (spin up / spin down) = 0.89 / -2.39 eV
Kohn-Sham gap (spin up / spin down) = 4.93 / 5.09 eV

Charges in e, computed with Mulliken, in the same order as the atoms: 0.31, -0.94, 0.26, -0.43, 0.28, 0.13, -0.74, -0.95, -0.33, 1.02, 0.26, 0.35, -0.54, 0.12, 0.37, -0.40, 0.37, 0.33, 0.52

***

Which formula does entry 1 have? C7H8N2O2